Record 1
Formula: C5H11N2
Source: the OMol25 dataset
Level of theory: ωB97M-V/def2-TZVPD

```
18
Properties=species:S:1:pos:R:3:forces:R:3
C -0.57884 1.90115 -1.06217 -0.204 0.178 -0.527
C -1.84198 1.59434 -0.84684 0.120 -0.145 0.290
N 0.31621 0.92914 -1.71164 -0.359 -0.045 0.742
H -0.16645 2.88590 -0.89888 0.166 -0.114 0.247
H -2.50949 2.28008 -0.34716 0.034 0.135 -0.128
H -2.25287 0.62770 -1.11197 0.008 -0.039 -0.005
H 0.50191 0.06169 -0.91188 -0.065 0.232 0.045
H -0.14583 0.58454 -2.54815 0.340 -0.113 -0.184
H 1.22149 1.32859 -1.93101 0.000 0.101 -0.305
C 1.38935 -0.80399 1.32918 -0.116 -0.425 -0.585
C 1.06486 -1.19617 2.55795 1.090 0.146 -1.036
C -0.37273 -1.75986 0.10548 0.138 -0.062 0.107
N 0.52679 -0.86674 0.18460 -0.677 -0.333 0.114
H 2.37216 -0.46255 1.02934 -0.021 0.334 0.446
H 0.15702 -1.73364 2.77762 -0.198 0.378 0.397
H 1.88067 -1.05980 3.25496 -0.413 -0.285 0.488
H -1.10667 -1.73923 -0.69327 0.139 0.032 -0.177
H -0.45560 -2.57115 0.82384 0.020 0.026 0.070
```
Forces are in eV/Å.

## Properties
Multiplicity   1
Total energy   -8334.9994 eV
HOMO-LUMO gap   9.97 eV
Maximum force   1.51 eV/Å
Net charge   +1
Energy relative to the best compared isomer or geometry (same formula, charge and spin)   48.9 kcal/mol
LUMO energy   -3.8 eV
HOMO level   -13.753 eV



Record 2
Formula: C11H24N4O7PZn
Source: the OMol25 dataset
Level of theory: ωB97M-V/def2-TZVPD

```
48
Properties=species:S:1:pos:R:3:forces:R:3
Zn 0.67876 1.62855 -0.71762 0.197 -0.136 -0.050
O 0.37594 5.29501 0.52308 0.003 0.105 0.053
C 0.30821 4.18929 0.02574 -0.085 -0.206 -0.026
O 0.70123 3.08682 0.59939 -0.027 0.120 -0.093
C -0.27896 4.03318 -1.45305 0.216 -0.095 0.047
O -0.88960 4.96194 -1.94175 -0.071 0.082 -0.054
O -0.00895 2.90892 -2.04525 -0.064 0.128 0.132
N 2.79665 2.29383 -1.37376 0.091 0.004 -0.032
C 3.88801 1.34603 -1.59324 -0.086 -0.018 0.086
C 3.89910 0.28544 -0.49238 -0.006 0.029 -0.114
C 2.71304 -0.67201 -0.58935 -0.036 0.049 0.073
O 2.92517 -1.86762 -0.79265 -0.013 -0.029 -0.008
O 1.54360 -0.16815 -0.42182 -0.076 0.092 -0.118
H 2.63570 2.90136 -2.16837 -0.056 -0.021 0.006
H 2.97513 2.88365 -0.56640 -0.040 0.017 -0.008
H 4.86551 1.83976 -1.63236 0.028 -0.006 -0.006
H 3.73199 0.85993 -2.55887 -0.008 0.020 -0.016
H 3.87177 0.78791 0.47997 0.014 -0.018 0.007
H 4.80943 -0.30839 -0.55894 0.027 0.028 0.028
C -3.93498 -0.47117 -0.15337 -0.008 -0.003 0.010
N -2.90824 -0.87580 0.79441 0.141 0.042 -0.110
C -3.36194 -0.90197 2.16581 0.037 -0.018 0.031
P -1.32451 -0.69461 0.27812 -0.380 0.207 -0.015
O -1.13916 0.62730 -0.39758 0.054 -0.199 0.002
N -0.45224 -0.91369 1.66222 0.177 0.041 -0.014
C -0.31074 0.28409 2.49533 -0.033 -0.121 0.029
C 0.69493 -1.81145 1.72925 -0.074 -0.064 0.128
N -1.11746 -1.93619 -0.77760 0.120 -0.089 0.082
C -1.41390 -3.30234 -0.39031 -0.051 0.055 -0.093
C -0.35127 -1.80475 -2.01230 -0.105 -0.038 -0.001
H -4.35200 0.50821 0.10366 0.018 0.019 -0.005
H -4.75038 -1.20204 -0.16533 0.009 -0.008 0.022
H -3.51872 -0.39859 -1.15611 0.017 -0.017 0.000
H -3.73136 0.07760 2.49613 0.019 0.009 -0.006
H -2.55375 -1.21041 2.82406 -0.003 -0.019 -0.011
H -4.18533 -1.61722 2.27008 -0.001 0.001 -0.011
H -1.21271 0.89327 2.45126 0.005 0.017 -0.014
H 0.52284 0.91035 2.16715 0.018 0.000 -0.012
H -0.14769 -0.02054 3.53203 -0.009 0.010 0.023
H 0.78244 -2.41071 0.82851 0.024 0.017 -0.011
H 0.60535 -2.47140 2.59884 -0.026 0.003 0.018
H 1.62069 -1.24210 1.81515 -0.016 0.012 -0.004
H -1.91630 -3.32466 0.57549 0.012 0.011 0.008
H -0.49981 -3.90152 -0.32871 0.007 -0.010 0.024
H -2.07622 -3.76804 -1.12784 0.010 -0.010 -0.012
H -0.26413 -0.75662 -2.28042 -0.001 0.001 0.014
H -0.89541 -2.32280 -2.80906 0.009 -0.011 -0.005
H 0.65025 -2.22768 -1.91126 0.023 0.015 0.024
```
Forces are in eV/Å.

## Properties
Multiplicity   1
Total energy   -89803.5861 eV
HOMO-LUMO gap   7.58 eV
Maximum force   0.43 eV/Å
Net charge   -1
Energy relative to the best compared isomer or geometry (same formula, charge and spin)   0.4 kcal/mol
LUMO energy   2.7 eV
HOMO level   -4.933 eV



Record 3
Formula: C18H18N2O5S3
Source: the OMol25 dataset
Level of theory: ωB97M-V/def2-TZVPD

```
46
Properties=species:S:1:pos:R:3:forces:R:3
C -2.70293 -5.74620 0.56582 -0.062 -0.266 0.078
H -2.63010 -6.40391 -0.29880 -0.017 0.010 0.099
O -2.46552 -4.44781 0.07336 0.057 0.343 -0.098
C -2.50856 -3.40008 0.93382 0.112 0.445 0.029
C -2.74561 -3.51056 2.29838 -0.042 -0.306 -0.083
C -2.75885 -2.38021 3.09711 0.032 0.117 -0.092
C -2.54855 -1.12633 2.54747 -0.017 0.023 0.148
C -2.30409 -1.00290 1.19497 -0.119 -0.238 -0.091
C -2.26278 -2.12622 0.36946 -0.112 -0.298 0.565
C -2.06051 -2.04335 -1.05791 0.501 0.426 -0.584
C -1.27737 -1.17901 -1.73724 -0.694 -0.691 -0.106
C -0.28266 -0.23778 -1.22125 0.100 -0.112 0.554
O 0.06240 -0.08532 -0.06689 0.021 -0.084 -0.230
N 0.29948 0.46237 -2.25886 0.090 0.251 0.074
C -0.07450 0.14840 -3.52803 -0.141 -0.199 -0.409
S 0.51261 0.83596 -4.88430 -0.099 -0.099 -0.146
S -1.26903 -1.13347 -3.49930 0.188 0.219 -0.063
C 1.25972 1.51622 -1.95986 0.119 0.074 0.190
C 2.64946 0.92710 -1.75496 -0.161 0.019 -0.102
H 3.37549 1.72018 -1.59886 0.114 0.062 0.027
H 2.66876 0.24539 -0.90676 0.025 -0.043 0.071
H 2.93554 0.37671 -2.64982 0.026 0.011 -0.029
H 1.26047 2.18531 -2.83047 -0.064 -0.124 0.259
C 0.65818 2.29705 -0.77577 0.280 0.124 -0.292
O -0.46490 2.74757 -0.84893 -0.313 0.041 -0.022
N 1.47151 2.48464 0.28443 0.256 0.244 0.011
H 2.30283 1.91211 0.38484 -0.096 0.029 -0.232
C 0.92255 2.91825 1.55812 -0.363 0.192 -0.403
C 1.92524 3.84864 2.20576 -0.233 0.199 -0.073
C 2.81795 3.27426 2.98449 -0.427 -0.780 0.018
H 3.64370 3.71290 3.50659 0.276 0.001 0.146
S 2.50002 1.49914 2.99941 -0.113 0.291 0.463
O 2.63485 0.91527 4.30124 -0.175 0.142 0.150
O 3.26645 0.92181 1.92207 0.035 -0.085 -0.313
C 0.77307 1.70520 2.46857 0.658 0.008 0.150
H 0.17596 1.90447 3.35184 0.007 0.059 0.146
H 0.42109 0.82832 1.93325 0.116 -0.107 0.039
H 1.89586 4.89805 1.95829 0.121 0.141 0.012
H -0.03072 3.41233 1.34483 0.173 -0.147 0.143
H -2.60153 -2.78071 -1.63908 -0.055 0.017 -0.094
H -2.17125 -0.02673 0.75848 0.014 0.063 -0.039
H -2.58220 -0.24761 3.17236 -0.014 0.091 0.062
H -2.94309 -2.48442 4.15572 -0.019 -0.016 0.088
H -2.92331 -4.47416 2.74863 0.002 -0.096 0.007
H -1.95109 -6.03762 1.30516 -0.036 0.034 -0.022
H -3.70175 -5.83363 1.00420 0.050 0.015 -0.007
```
Forces are in eV/Å.

## Properties
Multiplicity   1
Total energy   -64680.9513 eV
HOMO-LUMO gap   7.45 eV
SMILES string   COc1ccccc1/C=C1/SC(=S)N([C@H](C)C(=O)N[C@@H]2C=CS(=O)(=O)C2)C1=O
Maximum force   0.99 eV/Å
Net charge   0
LUMO energy   -0.9 eV
HOMO level   -8.302 eV